--- P ---
H22HeO11 | ωB97M-V with the def2-TZVPD basis set

Results
Kohn-Sham gap = 10.70 eV
HOMO = -10.6 eV

```
! RIJCOSX wB97M-V def2-TZVPD def2/J DEFGRID3
* xyz 0 1
He 0.5381 -0.0244 0.1323
O -1.0763 -2.6911 -1.3112
H -0.3748 -2.5923 -1.9549
H -1.8501 -2.9086 -1.8310
O -3.2134 0.4019 0.5836
H -3.0256 -0.3850 1.0953
H -3.5727 1.0212 1.2189
O -2.1462 -2.2331 1.4382
H -1.7305 -2.4182 0.5960
H -1.5753 -1.5847 1.8502
O -1.2391 1.8721 -1.0956
H -1.5021 0.9899 -0.8335
H -2.0455 2.3859 -1.0516
O -0.5205 -0.5833 3.5545
H 0.4299 -0.5527 3.4449
H -0.6626 -1.2434 4.2330
O 1.3568 -2.7409 -2.3856
H 1.1885 -1.8331 -2.6382
H 1.5867 -3.1793 -3.2048
O 3.5029 -0.1080 -2.3495
H 2.7313 -0.1406 -2.9150
H 3.8840 0.7547 -2.5131
O 2.1685 1.9361 1.7493
H 2.8259 2.0278 1.0597
H 2.2711 2.7227 2.2849
O 2.0937 -0.6526 2.6771
H 2.1133 0.1473 2.1516
H 2.1526 -0.3466 3.5821
O -0.3718 3.1612 1.1294
H 0.2636 2.6227 1.6012
H -0.6955 2.5932 0.4302
O -0.8212 1.2497 -3.7463
H -1.0362 1.3212 -2.8163
H -1.6475 1.0102 -4.1660
*
```

Here are the Mulliken charges for atoms 1 to 4, given in e: atom 1 (He): 0.02, atom 2 (O): -0.66, atom 3 (H): 0.34, atom 4 (H): 0.29

---

--- Q ---
H22HeO11 | ωB97M-V with the def2-TZVPD basis set

Results
Kohn-Sham gap = 10.87 eV
HOMO = -11.1 eV

```
! RIJCOSX wB97M-V def2-TZVPD def2/J DEFGRID3
* xyz 0 1
He -0.2262 -0.1854 -0.0575
O -2.4403 1.9308 -0.2155
H -2.7101 1.3049 -0.8876
H -1.6055 2.2768 -0.5309
O 1.5437 0.5173 2.9046
H 0.7288 0.7456 2.4572
H 1.2891 -0.1512 3.5406
O -2.8165 -1.3092 -1.1449
H -2.1090 -1.9396 -1.2806
H -2.8693 -1.2086 -0.1944
O 2.6624 -3.0965 -0.1531
H 2.4405 -3.6369 -0.9113
H 2.2519 -2.2506 -0.3328
O -0.4238 -2.9077 -0.0668
H -0.0683 -3.7222 0.2888
H -0.3726 -3.0179 -1.0163
O 2.4150 -0.2305 -1.0752
H 2.0696 0.4528 -1.6496
H 2.9139 0.2443 -0.4104
O 0.0268 3.4939 -0.9455
H 0.6370 3.0525 -1.5363
H -0.3760 4.1762 -1.4825
O 3.6453 1.2062 1.2971
H 2.9043 0.8765 1.8055
H 3.6211 2.1545 1.4250
O -1.1628 0.8901 2.2621
H -1.4037 1.1674 1.3782
H -1.3992 -0.0369 2.2956
O -2.3472 -1.7707 1.7763
H -2.1070 -1.9209 2.6906
H -1.6331 -2.1621 1.2731
O -1.3366 1.5730 -3.6258
H -1.2898 2.2778 -4.2718
H -0.4526 1.2066 -3.6059
*
```

Here are the Mulliken charges for atoms 1 to 4, given in e: atom 1 (He): 0.03, atom 2 (O): -0.67, atom 3 (H): 0.33, atom 4 (H): 0.35

---

Taking the most stable structure as the zero point, the relative energies in hartree are P 0.0115; Q 0.0000.

---

--- P ---
C10H30O10 | ωB97M-V with the def2-TZVPD basis set

Results
Kohn-Sham gap = 9.99 eV
HOMO = -9.7 eV

```
! RIJCOSX wB97M-V def2-TZVPD def2/J DEFGRID3
* xyz 0 1
C 16.6727 -15.4137 2.1633
C 15.7212 -14.3225 1.6979
O 14.7393 -14.8439 0.8123
O 17.4467 -15.9093 1.0446
H 16.1009 -16.2091 2.6485
H 17.4580 -15.1194 2.8680
H 16.2959 -13.4770 1.3064
H 15.1455 -13.9341 2.5407
H 15.2142 -15.1427 0.0204
H 18.3661 -15.6523 1.2774
C 17.1143 -15.2458 -2.1100
C 17.3049 -14.5491 -3.4669
O 16.1062 -14.5532 -4.2100
O 17.2017 -16.6473 -2.2711
H 16.0867 -15.0076 -1.8028
H 17.8613 -14.8821 -1.3946
H 18.0956 -15.1500 -3.9303
H 17.7753 -13.5661 -3.3795
H 15.5862 -13.7842 -3.9663
H 16.7302 -17.0100 -1.5095
C 13.9092 -17.9944 0.8742
C 14.3028 -18.5312 -0.4861
O 14.6024 -17.4652 -1.4037
O 12.6825 -17.2677 0.7761
H 14.7488 -17.4507 1.3142
H 13.7395 -18.8230 1.5661
H 13.5005 -19.0671 -0.9930
H 15.1631 -19.1838 -0.2770
H 14.3979 -17.7691 -2.2887
H 12.9654 -16.3563 0.6021
C 15.1626 -10.4216 0.5787
C 14.9750 -9.7549 -0.7863
O 15.4539 -8.4197 -0.8678
O 16.5055 -10.6167 0.9030
H 14.5943 -11.3495 0.4993
H 14.6247 -9.7839 1.2898
H 13.9376 -9.7563 -1.1361
H 15.4261 -10.3346 -1.6058
H 16.3966 -8.4286 -1.0500
H 16.9299 -9.7753 1.0887
C 20.7367 -15.4497 2.6923
C 20.9452 -14.1116 3.3985
O 19.7584 -13.4283 3.7000
O 20.0659 -15.2340 1.4242
H 20.2994 -16.2048 3.3461
H 21.7527 -15.7184 2.3791
H 21.6040 -13.5460 2.7232
H 21.4915 -14.2310 4.3331
H 19.1680 -13.3680 2.9430
H 20.3910 -15.9517 0.8696
*
```

Here are the Mulliken charges for atoms 1 to 4, given in e: atom 1 (C): -0.52, atom 2 (C): -0.29, atom 3 (O): -0.52, atom 4 (O): -0.47

---

--- Q ---
C10H30O10 | ωB97M-V with the def2-TZVPD basis set

Results
Kohn-Sham gap = 10.09 eV
HOMO = -9.5 eV

```
! RIJCOSX wB97M-V def2-TZVPD def2/J DEFGRID3
* xyz 0 1
C -0.1737 4.8371 1.1719
C 0.6635 5.9927 0.7788
O 1.6237 6.2011 1.8071
O 0.5113 3.5941 1.0879
H -1.0660 4.7905 0.5480
H -0.5196 4.9947 2.2001
H 0.0385 6.8885 0.6389
H 1.1606 5.8735 -0.1930
H 2.0606 7.0429 1.6549
H 1.4290 3.7331 1.3478
C -0.3297 -4.0912 2.0172
C -0.3806 -5.3338 2.8732
O 0.8179 -6.0684 2.7971
O 0.8718 -3.4052 2.3316
H -1.2037 -3.4669 2.2277
H -0.3309 -4.3763 0.9560
H -1.1937 -6.0004 2.5672
H -0.6384 -5.0569 3.9084
H 1.5381 -5.4295 2.8498
H 0.6756 -2.4600 2.3059
C 1.2212 -0.0216 1.5486
C 1.6977 0.2070 0.1470
O 0.8752 1.1864 -0.5019
O 0.0742 -0.8372 1.6323
H 1.0561 0.9389 2.0526
H 2.0308 -0.5119 2.1029
H 1.6504 -0.6664 -0.5049
H 2.7510 0.5211 0.1369
H 0.8037 1.9459 0.0936
H -0.5671 -0.6064 0.9522
C 1.8707 2.4946 -4.4641
C 1.9147 1.0633 -4.9533
O 1.9213 0.1998 -3.8280
O 0.6720 2.7267 -3.7444
H 1.9128 3.1926 -5.2964
H 2.7104 2.6443 -3.7712
H 2.6966 0.8396 -5.6846
H 0.9798 0.8768 -5.5023
H 2.7395 -0.2994 -3.7898
H 0.6386 2.0528 -3.0512
C -3.5848 -3.2500 -0.3164
C -2.8625 -1.9362 -0.1013
O -2.9489 -1.5233 1.2440
O -4.9196 -3.0555 0.0924
H -3.1007 -4.0390 0.2870
H -3.4533 -3.6213 -1.3426
H -3.3242 -1.1955 -0.7668
H -1.8062 -2.0756 -0.3274
H -3.8787 -1.6077 1.4887
H -5.3252 -3.9026 0.2919
*
```

Here are the Mulliken charges for atoms 1 to 4, given in e: atom 1 (C): -0.44, atom 2 (C): -0.48, atom 3 (O): -0.52, atom 4 (O): -0.58

---

Taking the most stable structure as the zero point, the relative energies in hartree are P 0.0239; Q 0.0000.

---

--- P ---
C4H13N3 | ωB97M-V with the def2-TZVPD basis set

Results
Kohn-Sham gap = 10.50 eV
HOMO = -19.4 eV

```
! RIJCOSX wB97M-V def2-TZVPD def2/J DEFGRID3
* xyz 2 1
C -1.8297 -1.1059 0.3555
C -1.2757 1.1425 -0.0004
C 2.2102 1.3338 -0.0487
C 1.5269 0.0501 0.4781
N -2.1034 0.1649 -0.2817
N -0.4014 -1.4458 -0.1606
N 0.3403 -0.2242 -0.3531
H -1.7133 -0.9882 1.4651
H -2.3179 -2.0200 0.1917
H -1.4069 1.8853 -0.7985
H -0.8008 1.2483 0.9115
H 1.9980 1.5016 -1.1300
H 1.7910 2.2293 0.4696
H 3.2947 1.0139 -0.0186
H 1.2626 0.0950 1.5101
H 2.1211 -1.0032 0.4620
H -2.8351 0.2305 -0.9728
H 0.2457 -2.0906 0.3233
H -0.6815 -2.0752 -1.0581
H 0.5752 0.0580 -1.3443
*
```

Here are the Mulliken charges for atoms 1 to 4, given in e: atom 1 (C): -0.49, atom 2 (C): -0.24, atom 3 (C): -1.01, atom 4 (C): -0.44

---

--- Q ---
C4H13N3 | ωB97M-V with the def2-TZVPD basis set

Results
Kohn-Sham gap = 8.50 eV
HOMO = -17.3 eV

```
! RIJCOSX wB97M-V def2-TZVPD def2/J DEFGRID3
* xyz 2 1
C -2.2282 -0.7431 -0.2732
C -1.0363 -0.1846 0.5973
C 0.2271 -0.8002 0.1915
N 3.3737 0.4486 0.3808
C 2.5603 0.7345 -0.6222
N 1.2744 0.8098 -0.7596
N -3.4989 -0.2696 0.3648
H -2.0024 -0.3560 -1.3011
H -2.3701 -1.8031 -0.2520
H -0.9968 0.9483 0.4970
H -1.1914 -0.4590 1.6932
H 0.4261 -1.3267 -0.6997
H 1.1003 -0.6486 0.8010
H 4.2516 0.0492 0.1699
H 3.1532 0.5591 1.3425
H 3.0383 0.7999 -1.6216
H 0.9679 1.5149 -1.4295
H -3.8297 -0.6765 1.2663
H -4.3370 -0.3023 -0.2862
H -3.3924 0.7399 0.5578
*
```

Here are the Mulliken charges for atoms 1 to 4, given in e: atom 1 (C): -0.63, atom 2 (C): -0.39, atom 3 (C): -0.41, atom 4 (N): -0.31

---

Taking the most stable structure as the zero point, the relative energies in hartree are P 0.0747; Q 0.0000.

---

--- P ---
C4H13N3 | ωB97M-V with the def2-TZVPD basis set

Results
Kohn-Sham gap = 10.50 eV
HOMO = -18.6 eV

```
! RIJCOSX wB97M-V def2-TZVPD def2/J DEFGRID3
* xyz 2 1
C 1.1092 -0.3703 0.8106
C -0.4668 -0.2328 -1.1736
C -2.2872 0.6241 -1.7550
C 0.1660 -1.1109 -2.1244
N 0.0255 0.2601 -0.0839
N 1.3398 0.4002 1.9814
N 0.1805 0.7384 2.6935
H 0.8193 -1.3616 1.0933
H 2.0238 -0.4237 0.2399
H -2.3304 0.6017 -2.9122
H -2.3106 1.5260 -1.1037
H -2.8503 -0.3305 -1.5040
H 0.7460 -0.4796 -2.8383
H -0.4563 -1.7040 -2.7195
H 0.9683 -1.6610 -1.5641
H -0.2930 1.1677 0.2462
H 1.9418 -0.1538 2.6966
H 1.8823 1.1777 1.7483
H 0.3552 1.3001 3.5409
H -0.5631 0.0322 2.7281
*
```

Here are the Mulliken charges for atoms 1 to 4, given in e: atom 1 (C): -0.84, atom 2 (C): 0.48, atom 3 (C): -0.73, atom 4 (C): -1.12

---

--- Q ---
C4H13N3 | ωB97M-V with the def2-TZVPD basis set

Results
Kohn-Sham gap = 6.61 eV
HOMO = -17.1 eV

```
! RIJCOSX wB97M-V def2-TZVPD def2/J DEFGRID3
* xyz 2 1
C 0.4047 0.5705 1.0470
C -1.0081 0.3544 1.3201
C -1.3455 -0.3196 -0.0225
C -0.4853 -1.1861 -0.6010
N 0.8385 -1.0025 -0.9268
N -2.7893 -0.7431 -0.1955
N 2.9386 1.6336 -0.5172
H 1.1318 -0.1702 1.3333
H 0.9338 1.4942 0.7999
H -1.1551 -0.2649 2.1921
H -1.5083 1.2788 1.6108
H -0.9296 -2.0847 -1.0245
H 1.3554 -1.8689 -0.8350
H 1.1020 -0.2362 -1.5252
H -2.8836 -1.7383 0.0199
H -3.1209 -0.5701 -1.1474
H -3.3230 -0.2018 0.4796
H 3.0887 1.4492 -1.5070
H 3.1229 2.6134 -0.3542
H 3.6323 0.9923 -0.1465
*
```

Here are the Mulliken charges for atoms 1 to 4, given in e: atom 1 (C): -0.32, atom 2 (C): -0.48, atom 3 (C): -0.01, atom 4 (C): -0.23

---

Taking the most stable structure as the zero point, the relative energies in hartree are P 0.0123; Q 0.0000.

---

--- P ---
C3H9O | ωB97M-V with the def2-TZVPD basis set

Results
Kohn-Sham gap = 6.10 eV
HOMO = -2.1 eV

```
! RIJCOSX wB97M-V def2-TZVPD def2/J DEFGRID3
* xyz -1 1
O -0.7909 -2.7705 1.6633
H -0.8853 -3.3780 2.4377
C 0.3853 -0.5291 0.2736
C 0.2978 0.9917 0.0096
C -0.1813 1.3903 -1.3487
H -0.5304 -1.0405 0.0099
H 0.6041 -0.8040 1.2231
H 1.2179 -0.8036 -0.3620
H 1.2499 1.3659 0.3290
H -0.4159 1.3318 0.7443
H -0.3693 2.5031 -1.3584
H 0.5343 0.9672 -2.0423
H -1.1161 0.7757 -1.5791
*
```

Here are the Mulliken charges for atoms 1 to 4, given in e: atom 1 (O): -1.10, atom 2 (H): 0.11, atom 3 (C): -1.34, atom 4 (C): -0.20

---

--- Q ---
C3H9O | ωB97M-V with the def2-TZVPD basis set

Results
Kohn-Sham gap = 6.31 eV
HOMO = -2.1 eV

```
! RIJCOSX wB97M-V def2-TZVPD def2/J DEFGRID3
* xyz -1 1
O 2.4158 -1.2102 0.4565
H 3.0343 -0.4812 0.3331
C -1.1064 -0.7028 0.5438
C -0.4750 0.6371 0.1767
C -1.0299 1.3086 -1.1034
H -1.9787 -0.5980 1.1899
H -0.3659 -1.2873 1.0921
H -1.3952 -1.2656 -0.3454
H 0.5767 0.3983 -0.0227
H -0.4788 1.3273 1.0165
H -1.3834 0.5446 -1.7959
H -1.8566 1.9758 -0.8471
H -0.2301 1.8979 -1.5508
*
```

Here are the Mulliken charges for atoms 1 to 4, given in e: atom 1 (O): -1.11, atom 2 (H): 0.11, atom 3 (C): -1.12, atom 4 (C): 0.03

---

--- R ---
C3H9O | ωB97M-V with the def2-TZVPD basis set

Results
Kohn-Sham gap = 6.01 eV
HOMO = -2.1 eV

```
! RIJCOSX wB97M-V def2-TZVPD def2/J DEFGRID3
* xyz -1 1
O -2.6544 0.8820 0.2746
H -2.1272 0.0443 0.2482
C 1.2247 0.3914 -1.0765
C 0.3877 0.0716 0.0987
C 1.0016 -1.2041 0.7873
H 0.9326 0.1057 -2.1612
H 1.5250 1.4434 -1.3480
H 2.1788 -0.2374 -1.1167
H 0.2793 0.9455 0.7491
H -0.6565 -0.1888 -0.1801
H 0.4603 -1.4448 1.6935
H 2.0811 -1.2255 1.0166
H 0.8781 -2.0514 0.0443
*
```

Here are the Mulliken charges for atoms 1 to 4, given in e: atom 1 (O): -1.13, atom 2 (H): 0.23, atom 3 (C): -1.04, atom 4 (C): 0.20

---

Taking the most stable structure as the zero point, the relative energies in hartree are P 0.0175; Q 0.0000; R 0.0317.

---

--- P ---
C2HN3O2 | ωB97M-V with the def2-TZVPD basis set

Results
Kohn-Sham gap = 9.57 eV
HOMO = -11.0 eV

```
! RIJCOSX wB97M-V def2-TZVPD def2/J DEFGRID3
* xyz 0 1
C 0.8881 -0.1580 -0.5840
C -0.5773 -0.5921 -0.4446
H -1.1979 -1.0424 -1.1985
N -1.3234 -0.1970 0.4444
N -0.8588 0.7244 1.3895
N 0.2282 1.2458 1.3987
O 1.5171 -0.5290 -1.5367
O 1.3241 0.5483 0.5312
*
```

Here are the Mulliken charges for atoms 1 to 4, given in e: atom 1 (C): 0.48, atom 2 (C): 0.04, atom 3 (H): 0.41, atom 4 (N): -0.22

---

--- Q ---
C2HN3O2 | ωB97M-V with the def2-TZVPD basis set

Results
Kohn-Sham gap = 9.20 eV
HOMO = -10.0 eV

```
! RIJCOSX wB97M-V def2-TZVPD def2/J DEFGRID3
* xyz 0 1
C 0.4499 0.7845 -1.6022
C -2.9946 0.7551 1.0590
N -0.5676 1.1186 -0.9325
N 0.4440 1.2768 0.0379
N 1.5174 1.6529 -0.6706
O -2.6968 -0.3219 1.3102
O -3.4428 1.7549 0.7264
H 2.3948 1.3917 -0.3027
*
```

Here are the Mulliken charges for atoms 1 to 4, given in e: atom 1 (C): -0.01, atom 2 (C): 0.70, atom 3 (N): -0.12, atom 4 (N): 0.08

---

Taking the most stable structure as the zero point, the relative energies in hartree are P 0.0000; Q 0.0449.